# C2H6NP

A 2-piece molecular cluster, C2H6NP overall (the ωB97M-V functional and the def2-TZVPD basis, the Open Molecules 2025 dataset).

The geometry in XYZ format:
```
10
Properties=species:S:1:pos:R:3:lowdin_charge:R:1
C -1.03049 -0.71465 0.14795 -0.188
C -0.70928 0.79106 -0.15071 -0.069
N 1.33329 0.99031 0.26223 -0.411
P 2.01237 -0.36870 -0.06300 0.663
H -1.49511 -0.74406 1.17209 0.083
H -1.74825 -1.16065 -0.58160 0.075
H -0.05632 -1.17286 -0.02681 -0.082
H -1.09702 1.42423 0.61850 0.052
H -0.60728 1.05193 -1.16822 0.044
H 3.39808 -0.09662 -0.21042 -0.166
```

Results
- total charge = 0
- molar mass (g/mol) = 75.05
- gap between HOMO and LUMO (eV) = 8.56
- strongest force on any atom (eV/A) = 4.52